This record from OMol25 describes a structure of composition C6H18BBeBr2CaClF5MgNO3P2 at a distorted geometry. The level of theory is ωB97M-V/def2-TZVPD.

```
42
C6H18BBeBr2CaClF5MgNO3P2 | OMol25 | ωB97M-V/def2-TZVPD
C 2.029 -0.838 -0.929
C 1.744 0.599 -0.429
O 1.599 1.553 -1.469
C 0.671 0.418 0.607
P -1.103 0.626 0.439
C -1.633 -0.640 -0.798
N -1.301 -0.447 -2.164
P -1.660 2.660 -0.229
O -2.782 2.528 -1.405
Br -2.578 3.438 1.669
H 2.092 -0.836 -2.024
H 1.295 -1.540 -0.552
H 2.995 -1.168 -0.567
H 2.634 0.920 0.125
H 2.442 2.000 -1.584
H 1.043 1.003 1.495
H 0.758 -0.656 0.879
H -1.278 -1.570 -0.327
H -2.727 -0.643 -0.745
H -1.915 0.186 -2.653
H -0.319 -0.282 -2.351
H -2.481 3.129 -2.105
Mg -3.518 0.217 2.027
B -0.020 6.143 2.869
F -0.472 6.648 1.417
F 0.686 4.987 2.671
F 0.734 7.137 3.382
F -1.162 5.920 3.577
Cl 2.277 -1.955 1.685
Be -0.039 0.492 2.542
Br -0.982 7.702 0.033
C 0.020 -5.640 -0.808
C 0.407 -4.160 -0.848
O 1.489 -3.942 -1.685
H 0.864 -6.243 -0.474
H -0.835 -5.823 -0.131
H -0.252 -5.985 -1.803
H 0.710 -3.815 0.158
H -0.451 -3.538 -1.195
H 1.249 -4.228 -2.576
F 0.722 -0.464 2.870
Ca -0.953 -3.894 1.405
```

Values from the calculation:
Calculated total energy in eV: -223864.2256
Net charge: +2
Orbital gap in Ha: 0.15796
2S+1: 1
Largest force on an atom in eV/Å: 5.7
HOMO level in eV: -12.6



This record from OMol25 describes a cluster of 2 separate species, C6H18BO5S in total at a distorted geometry. The level of theory is ωB97M-V/def2-TZVPD.

```
31
C6H18BO5S | OMol25 | ωB97M-V/def2-TZVPD
C 2.075 -1.357 1.747
C 1.417 -1.995 0.373
C -0.096 -1.461 0.033
C -0.756 -2.561 -1.041
S -0.179 0.203 -0.823
C 1.548 0.894 -1.193
C 2.113 1.912 -0.034
O 3.610 1.936 -0.029
O -0.894 1.389 0.229
B -2.316 0.989 0.510
O -2.999 1.701 1.629
O -3.044 -0.078 -0.205
H 3.259 -1.356 1.649
H 1.651 -0.304 2.035
H 1.791 -2.085 2.637
H 1.316 -3.167 0.576
H 2.156 -1.922 -0.562
H -0.773 -1.550 1.002
H -1.922 -2.653 -0.926
H -0.491 -2.118 -2.116
H -0.268 -3.623 -0.966
H 2.339 0.068 -1.458
H 1.423 1.547 -2.184
H 1.771 3.041 -0.217
H 1.786 1.646 1.059
H 3.974 1.334 -0.744
H -2.233 1.898 2.277
H -2.925 -0.947 0.319
O -4.418 3.268 -1.217
H -3.788 2.652 -0.814
H -5.127 2.695 -1.548
```

Values from the calculation:
Calculated total energy in eV: -28254.1435
Net charge: +1
Orbital gap in Ha: 0.33591
2S+1: 1
Largest force on an atom in eV/Å: 5.2
HOMO level in eV: -13.8



This record from OMol25 describes a structure of composition C6H18Cl2N9O3RbS at a distorted geometry. The level of theory is ωB97M-V/def2-TZVPD.

```
40
C6H18Cl2N9O3RbS | OMol25 | ωB97M-V/def2-TZVPD
Rb 0.062 0.166 -0.693
N -1.456 -1.976 3.022
N -0.165 -2.030 2.498
C 0.410 -0.914 1.881
O 1.468 -1.141 1.227
O -0.143 0.212 2.011
H -1.485 -2.445 3.911
H -2.129 -2.393 2.397
H 0.189 -2.910 2.168
C -3.356 0.994 -3.534
C -3.478 -0.337 -2.820
O -2.198 -0.923 -2.535
H -4.347 1.417 -3.722
H -2.850 0.873 -4.497
H -2.789 1.704 -2.929
H -4.085 -1.030 -3.406
H -3.962 -0.206 -1.854
H -1.752 -1.099 -3.369
Cl -2.455 1.587 0.114
C -1.995 2.553 1.538
Cl -3.117 3.901 1.814
H -1.005 2.950 1.366
H -2.014 1.892 2.392
N 3.797 3.009 1.168
C 2.491 2.652 1.232
N 2.138 1.851 2.235
S 1.396 3.222 0.079
H 4.423 2.825 1.933
H 4.033 3.745 0.529
H 2.848 1.449 2.825
H 1.258 1.334 2.163
N 3.737 -2.006 -0.105
N 2.619 -2.185 -0.902
N 1.964 -3.320 -0.943
C 1.033 -3.040 -1.858
N 1.146 -1.795 -2.337
N 2.179 -1.256 -1.703
H 3.561 -2.548 0.730
H 3.740 -1.026 0.150
H 0.292 -3.755 -2.176
```

Values from the calculation:
Calculated total energy in eV: -62602.9307
Energy above the lowest of the compared OMol25 structures with the same formula, charge and spin in kJ/mol: 78.3
Orbital gap in Ha: 0.31119
2S+1: 1
Largest force on an atom in eV/Å: 1.0
HOMO level in eV: -8.3



This record from OMol25 describes a structure of composition C6H18ClInN2O3P at a distorted geometry. The level of theory is ωB97M-V/def2-TZVPD.

```
32
C6H18ClInN2O3P | OMol25 | ωB97M-V/def2-TZVPD
O -2.569 -1.057 0.556
P -0.969 -1.176 -0.153
Cl 0.456 -1.903 1.249
In -0.398 1.282 -0.715
H -3.193 -1.231 -0.215
H -1.550 1.730 -2.043
H -0.606 2.370 0.702
H 1.333 1.247 -1.263
C 2.001 2.410 -5.304
C 2.531 1.249 -4.509
O 2.960 1.378 -3.364
N 2.525 0.018 -5.099
C 2.066 -0.330 -6.423
H 2.068 3.324 -4.708
H 2.597 2.544 -6.210
H 0.952 2.239 -5.559
H 2.895 -0.717 -4.507
H 1.271 -1.073 -6.322
H 2.904 -0.771 -6.968
H 1.688 0.532 -6.973
C -1.928 -1.227 4.174
C -2.599 -0.684 5.404
O -3.751 -0.256 5.391
N -1.883 -0.675 6.568
C -0.530 -1.130 6.781
H -2.616 -1.171 3.325
H -1.041 -0.633 3.939
H -1.655 -2.274 4.329
H -2.395 -0.296 7.355
H -0.552 -1.917 7.540
H 0.058 -0.287 7.152
H -0.072 -1.518 5.870
```

Values from the calculation:
Calculated total energy in eV: -42622.1935
Net charge: -1
Energy above the lowest of the compared OMol25 structures with the same formula, charge and spin in kJ/mol: 75.7
Orbital gap in Ha: 0.23260
2S+1: 1
Largest force on an atom in eV/Å: 2.0
HOMO level in eV: -3.6



This record from OMol25 describes a structure of composition C6H18ClNSi3 at a distorted geometry. The level of theory is ωB97M-V/def2-TZVPD.

```
29
C6H18ClNSi3 | OMol25 | ωB97M-V/def2-TZVPD
C -1.880 0.802 1.435
C 0.464 0.681 2.238
C -0.029 -2.271 -0.962
C -1.067 -0.229 -2.069
C -0.611 -0.021 1.430
C -0.817 -0.983 -0.812
N -0.141 -0.039 0.075
Si 0.640 3.227 -0.402
Si 3.341 -0.835 -0.918
Si 1.070 0.993 -0.535
Cl 4.780 -0.046 0.169
H -2.253 0.967 0.453
H -2.568 0.256 2.038
H -1.788 1.816 2.004
H 0.418 1.678 1.879
H 1.531 0.184 2.132
H 0.245 0.610 3.288
H 0.914 -1.985 -1.535
H 0.276 -2.457 0.102
H -0.481 -3.144 -1.379
H -0.144 -0.426 -2.650
H -1.181 0.694 -1.747
H -1.872 -0.765 -2.553
H -0.760 -1.052 1.799
H -1.673 -1.202 -0.236
H 1.061 4.009 -1.535
H 2.012 3.378 0.182
H 3.611 -2.334 -0.879
H 3.669 -0.684 -2.398
```

Values from the calculation:
Calculated total energy in eV: -44155.0424
Energy above the lowest of the compared OMol25 structures with the same formula, charge and spin in kJ/mol: 130.5
Orbital gap in Ha: 0.22050
2S+1: 1
Largest force on an atom in eV/Å: 5.9
HOMO level in eV: -7.2



This record from OMol25 describes a cluster of 4 separate species, C6H18ClO6 in total at a distorted geometry. The level of theory is ωB97M-V/def2-TZVPD.

```
31
C6H18ClO6 | OMol25 | ωB97M-V/def2-TZVPD
Cl 11.499 -14.239 5.696
C 14.709 -11.203 11.221
C 13.228 -11.504 10.935
O 12.898 -11.116 9.617
O 15.226 -10.040 10.602
H 15.270 -12.091 10.931
H 14.858 -11.084 12.294
H 12.646 -10.889 11.621
H 12.885 -12.513 11.168
H 12.399 -11.854 9.260
H 15.922 -9.543 11.039
C 17.593 -13.053 5.975
C 18.299 -11.727 5.403
O 17.942 -10.661 6.164
O 16.432 -12.891 6.766
H 18.157 -13.844 6.469
H 17.126 -13.503 5.098
H 18.091 -11.607 4.340
H 19.354 -11.991 5.478
H 18.729 -10.233 6.508
H 15.680 -13.108 6.211
C 14.874 -17.638 10.598
C 13.316 -17.869 10.372
O 12.526 -16.692 10.017
O 15.680 -17.431 9.379
H 15.166 -18.515 11.177
H 15.234 -16.815 11.216
H 12.808 -18.180 11.285
H 13.130 -18.634 9.619
H 12.827 -16.356 9.169
H 15.415 -16.710 8.803
```

Values from the calculation:
Calculated total energy in eV: -31319.7094
Net charge: -1
Energy above the lowest of the compared OMol25 structures with the same formula, charge and spin in kJ/mol: 338.4
Orbital gap in Ha: 0.23271
2S+1: 1
Largest force on an atom in eV/Å: 3.4
HOMO level in eV: -3.8



In eV, the LUMO level values for the records above are, in order, -8.32, -4.71, 0.14, 2.77, -1.19, 2.58.